Record 1
{"formula": "C5H5NO", "method": "ωB97M-V/def2-TZVPD", "symbols": ["C", "C", "C", "C", "C", "H", "H", "H", "H", "H", "N", "O"], "coordinates": [[-1.517, 0.657, -0.116], [-0.273, 0.452, -0.034], [1.105, 1.172, -0.088], [2.101, 0.217, 0.136], [0.188, -0.903, -0.198], [-3.153, -0.011, -0.185], [-2.255, 1.516, -0.076], [0.985, 2.173, 0.029], [3.173, 0.426, 0.431], [-0.124, -1.862, -0.491], [1.549, -1.136, 0.027], [-2.387, -0.482, 0.237]], "nbo_charge": [0.218, -0.222, -0.269, -0.027, 0.071, 0.468, 0.194, 0.207, 0.222, 0.228, -0.425, -0.664], "homo_energy_ev": -8.78, "spin_multiplicity": 1, "relative_energy_kcal_mol": 93.91, "smiles": "O/C=C1/C=CN=C1", "charge": 0, "gap_ev": 8.3}

***

Record 2
{"formula": "CH16F3O11SY", "method": "ωB97M-V/def2-TZVPD", "symbols": ["Y", "C", "F", "F", "F", "S", "O", "O", "O", "O", "H", "H", "O", "H", "H", "O", "H", "H", "O", "H", "H", "O", "H", "H", "O", "H", "H", "O", "H", "H", "O", "H", "H"], "coordinates": [[0.630, 0.528, -0.074], [-2.827, -2.756, 0.763], [-3.490, -3.797, 0.383], [-3.517, -2.042, 1.664], [-1.670, -3.084, 1.371], [-2.435, -1.638, -0.709], [-1.445, -0.693, -0.142], [-1.847, -2.433, -1.775], [-3.710, -1.072, -1.077], [2.454, 0.982, 1.506], [3.142, 1.646, 1.667], [2.585, 0.315, 2.199], [-0.266, 0.471, 2.196], [-1.233, 0.537, 2.284], [0.068, 0.481, 3.104], [0.317, -0.379, -2.331], [0.432, -1.279, -2.680], [-0.066, 0.124, -3.062], [0.172, 2.766, 0.872], [0.844, 3.320, 1.294], [-0.616, 3.329, 0.810], [-1.385, 1.643, -1.142], [-2.262, 1.251, -0.961], [-1.512, 2.183, -1.936], [0.991, -1.652, 1.030], [0.745, -1.798, 1.956], [1.486, -2.446, 0.773], [2.751, -0.499, -0.838], [3.128, -0.464, -1.731], [3.470, -0.819, -0.274], [1.575, 2.144, -1.462], [1.021, 2.814, -1.894], [2.473, 2.317, -1.785]], "nbo_charge": [2.184, 0.743, -0.264, -0.315, -0.339, 2.313, -1.115, -0.956, -0.929, -0.970, 0.532, 0.522, -0.974, 0.537, 0.520, -0.973, 0.542, 0.520, -0.967, 0.515, 0.532, -0.984, 0.551, 0.510, -0.963, 0.525, 0.527, -0.965, 0.527, 0.522, -0.971, 0.529, 0.536], "homo_energy_ev": -15.31, "spin_multiplicity": 1, "relative_energy_kcal_mol": 0.00, "charge": 2, "gap_ev": 8.4}

***

Record 3
{"formula": "N2O3S", "method": "ωB97M-V/def2-TZVPD", "symbols": ["N", "N", "O", "O", "O", "S"], "coordinates": [[-1.816, -0.145, 0.371], [2.170, 0.182, 0.022], [-0.838, 0.470, -0.308], [2.859, -0.767, -0.108], [-2.901, -0.250, -0.131], [0.860, 0.916, 0.123]], "nbo_charge": [0.330, -0.082, -0.615, -0.249, -0.289, 0.905], "homo_energy_ev": -9.90, "spin_multiplicity": 1, "relative_energy_kcal_mol": 141.20, "smiles": "O=NOSN=O", "charge": 0, "gap_ev": 8.6}

***

Record 4
{"formula": "C21H23N3O2SV", "method": "ωB97M-V/def2-TZVPD", "symbols": ["V", "C", "C", "C", "C", "C", "C", "C", "S", "O", "O", "N", "C", "C", "C", "C", "C", "N", "H", "H", "H", "H", "H", "H", "H", "H", "H", "H", "H", "C", "N", "C", "C", "C", "C", "C", "C", "C", "C", "H", "H", "H", "H", "H", "H", "H", "H", "H", "H", "H", "H"], "coordinates": [[0.128, 0.579, 1.049], [2.715, -3.851, -5.326], [2.276, -3.168, -4.073], [1.744, -1.866, -4.125], [1.354, -1.213, -2.986], [1.494, -1.901, -1.766], [2.020, -3.203, -1.665], [2.407, -3.812, -2.834], [1.014, -1.182, -0.348], [1.700, 0.129, 0.061], [0.914, -2.059, 0.788], [-0.450, -0.352, -0.461], [-1.676, -0.841, 0.063], [-2.545, -1.783, -0.401], [-3.692, -1.978, 0.367], [-3.898, -1.230, 1.526], [-2.950, -0.315, 1.930], [-1.837, -0.136, 1.198], [2.165, -3.495, -6.195], [2.620, -4.932, -5.249], [3.773, -3.632, -5.500], [1.644, -1.372, -5.083], [0.955, -0.207, -3.034], [2.118, -3.704, -0.712], [2.819, -4.812, -2.795], [-2.356, -2.324, -1.318], [-4.432, -2.704, 0.056], [-4.798, -1.354, 2.114], [-3.090, 0.289, 2.814], [1.504, 1.359, 2.910], [0.011, 1.291, 2.946], [-0.419, 0.399, 4.067], [-0.595, 2.650, 3.003], [-0.514, 3.249, 1.632], [-0.654, 4.589, 1.370], [-0.627, 5.035, 0.044], [-0.450, 4.156, -1.035], [-0.308, 2.811, -0.807], [-0.318, 2.357, 0.538], [1.889, 1.802, 3.831], [1.865, 1.986, 2.087], [1.929, 0.347, 2.856], [0.040, 0.741, 4.994], [-0.105, -0.626, 3.874], [-1.497, 0.441, 4.171], [-0.085, 3.247, 3.762], [-1.637, 2.548, 3.310], [-0.788, 5.296, 2.180], [-0.755, 6.093, -0.154], [-0.435, 4.537, -2.047], [-0.186, 2.120, -1.629]], "nbo_charge": [1.253, -0.667, 0.158, -0.194, -0.145, -0.434, -0.102, -0.212, 2.232, -0.786, -0.842, -0.674, 0.348, -0.218, -0.046, -0.204, 0.089, -0.461, 0.252, 0.256, 0.276, 0.257, 0.238, 0.266, 0.263, 0.277, 0.277, 0.282, 0.230, -0.506, -0.369, -0.415, -0.249, -0.009, -0.195, -0.009, -0.193, -0.141, -0.065, 0.312, 0.273, 0.276, 0.257, 0.241, 0.232, 0.266, 0.260, 0.270, 0.271, 0.275, 0.250], "homo_energy_ev": [-18.09, -18.09], "spin_multiplicity": 1, "charge": 3, "gap_ev": [5.5, 5.5]}

***

Record 5
{"formula": "C11H16Br33FNO2P2S", "method": "ωB97M-V/def2-TZVPD", "symbols": ["N", "P", "P", "S", "O", "O", "F", "H", "H", "H", "H", "H", "C", "Br", "Br", "Br", "H", "C", "Br", "Br", "Br", "H", "C", "Br", "Br", "Br", "H", "C", "Br", "Br", "Br", "H", "C", "Br", "Br", "Br", "H", "C", "Br", "Br", "Br", "H", "C", "Br", "Br", "Br", "H", "C", "Br", "Br", "Br", "H", "C", "Br", "Br", "Br", "H", "C", "Br", "Br", "Br", "H", "C", "Br", "Br", "Br", "H"], "coordinates": [[2.530, -0.346, 0.349], [2.251, -1.615, -0.669], [0.270, -2.415, -0.205], [-1.361, -1.093, -0.636], [-2.712, -1.840, -0.329], [-1.281, 0.143, 0.293], [-1.462, -0.593, -2.288], [2.709, 0.490, -0.272], [3.204, -2.691, -0.395], [2.357, -1.161, -2.073], [0.291, -2.864, 1.182], [0.134, -3.639, -1.005], [-5.224, -1.027, 1.928], [-5.599, -2.912, 1.630], [-6.768, 0.089, 1.533], [-4.534, -0.699, 3.717], [-4.435, -0.742, 1.224], [5.048, 3.459, -0.771], [5.719, 2.694, 0.886], [6.061, 2.846, -2.315], [3.140, 3.153, -0.990], [5.192, 4.543, -0.704], [-3.875, -2.628, -3.590], [-3.418, -4.373, -2.864], [-4.062, -2.675, -5.526], [-5.448, -1.875, -2.729], [-3.037, -1.959, -3.366], [-5.484, -7.237, 1.096], [-7.027, -6.060, 0.957], [-5.369, -8.460, -0.412], [-3.833, -6.239, 1.346], [-5.627, -7.847, 1.993], [-7.734, -9.987, -3.007], [-7.277, -11.733, -2.281], [-7.920, -10.035, -4.942], [-9.307, -9.235, -2.146], [-6.896, -9.319, -2.783], [0.769, 5.345, -3.650], [-0.556, 6.052, -4.887], [1.838, 6.758, -2.849], [-0.038, 4.196, -2.304], [1.451, 4.721, -4.236], [8.286, 5.832, -0.039], [8.743, 4.086, 0.687], [8.099, 5.784, -1.975], [6.712, 6.584, 0.822], [9.124, 6.500, 0.185], [-6.991, -0.176, 7.409], [-8.034, -0.114, 9.051], [-7.037, -1.939, 6.589], [-7.524, 1.217, 6.161], [-5.950, 0.022, 7.684], [0.037, 7.390, 0.884], [1.633, 6.287, 0.742], [-1.213, 6.689, 2.200], [0.474, 9.255, 1.223], [-0.467, 7.351, -0.088], [5.487, 2.920, 5.286], [6.769, 4.185, 4.552], [3.701, 3.202, 4.569], [6.075, 1.080, 5.060], [5.432, 3.109, 6.363], [8.907, -0.103, -4.296], [8.029, -1.819, -4.558], [8.065, 1.308, -5.339], [9.031, 0.367, -2.413], [9.931, -0.207, -4.668]], "nbo_charge": [-1.152, 0.881, 0.321, 1.877, -0.729, -0.701, -0.424, 0.408, 0.071, 0.093, 0.199, 0.138, -0.495, 0.086, 0.098, 0.083, 0.216, -0.502, 0.100, 0.092, 0.060, 0.231, -0.497, 0.068, 0.111, 0.112, 0.208, -0.483, 0.113, 0.089, 0.062, 0.234, -0.494, 0.089, 0.094, 0.092, 0.219, -0.491, 0.105, 0.102, 0.067, 0.227, -0.492, 0.093, 0.093, 0.086, 0.234, -0.492, 0.098, 0.083, 0.088, 0.225, -0.491, 0.075, 0.089, 0.098, 0.226, -0.491, 0.096, 0.089, 0.080, 0.231, -0.489, 0.078, 0.090, 0.096, 0.233], "homo_energy_ev": -11.47, "spin_multiplicity": 1, "relative_energy_kcal_mol": 46.11, "charge": 1, "gap_ev": 4.2}

***

Record 6
{"formula": "C32H31NO", "method": "ωB97M-V/def2-TZVPD", "symbols": ["C", "C", "N", "C", "C", "C", "C", "C", "H", "H", "H", "H", "H", "H", "H", "H", "H", "H", "H", "H", "H", "C", "C", "C", "C", "C", "C", "C", "C", "C", "C", "C", "C", "C", "C", "C", "C", "C", "C", "C", "C", "C", "C", "C", "O", "C", "C", "H", "H", "H", "H", "H", "H", "H", "H", "H", "H", "H", "H", "H", "H", "H", "H", "H", "H"], "coordinates": [[-0.386, -0.013, 2.807], [-1.688, -0.487, 2.186], [-1.510, -1.791, 1.396], [-0.842, -2.860, 2.239], [0.458, -2.344, 2.841], [0.754, -0.921, 2.366], [0.774, -0.915, 0.834], [-0.544, -1.412, 0.263], [-0.203, 1.019, 2.485], [-0.504, -0.002, 3.897], [-2.439, -0.646, 2.960], [-2.065, 0.244, 1.463], [-1.565, -3.191, 2.996], [-0.640, -3.707, 1.576], [0.387, -2.405, 3.934], [1.267, -3.016, 2.533], [1.705, -0.573, 2.777], [0.940, 0.104, 0.469], [1.584, -1.546, 0.455], [-0.423, -2.298, -0.369], [-1.065, -0.647, -0.327], [-0.533, -9.266, -1.090], [0.019, -8.044, -0.683], [-0.806, -7.014, -0.233], [-2.214, -7.168, -0.176], [-3.053, -6.088, 0.359], [-2.583, -4.784, 0.429], [-3.323, -3.730, 1.000], [-2.850, -2.286, 0.740], [-3.966, -1.261, 0.973], [-4.614, -1.123, 2.217], [-5.634, -0.175, 2.366], [-6.042, 0.587, 1.264], [-5.368, 0.479, 0.041], [-4.313, -0.424, -0.094], [-4.570, -4.055, 1.572], [-5.117, -5.335, 1.597], [-6.343, -5.664, 2.346], [-6.790, -4.840, 3.413], [-7.895, -5.195, 4.196], [-8.606, -6.372, 3.935], [-8.199, -7.194, 2.876], [-7.097, -6.838, 2.104], [-4.439, -6.372, 0.799], [-5.018, -7.428, 0.459], [-2.741, -8.397, -0.629], [-1.925, -9.435, -1.065], [0.116, -10.080, -1.419], [1.098, -7.876, -0.725], [-0.347, -6.074, 0.080], [-1.611, -4.549, -0.006], [-2.623, -2.223, -0.342], [-4.285, -1.739, 3.066], [-6.101, -0.060, 3.350], [-6.870, 1.287, 1.376], [-5.668, 1.082, -0.813], [-3.743, -0.466, -1.025], [-5.176, -3.264, 1.996], [-6.248, -3.921, 3.649], [-8.211, -4.543, 5.015], [-9.461, -6.655, 4.552], [-8.740, -8.113, 2.643], [-6.791, -7.503, 1.302], [-3.815, -8.543, -0.627], [-2.381, -10.368, -1.397]], "nbo_charge": [-0.431, -0.213, -0.228, -0.227, -0.423, -0.206, -0.439, -0.206, 0.223, 0.223, 0.240, 0.231, 0.246, 0.245, 0.225, 0.224, 0.236, 0.224, 0.229, 0.231, 0.221, -0.233, -0.231, -0.229, 0.045, -0.205, -0.179, -0.239, -0.038, -0.059, -0.224, -0.207, -0.203, -0.222, -0.156, -0.111, -0.240, 0.049, -0.238, -0.227, -0.233, -0.212, -0.231, 0.543, -0.715, -0.218, -0.214, 0.205, 0.201, 0.180, 0.170, 0.212, 0.225, 0.224, 0.222, 0.221, 0.203, 0.192, 0.191, 0.202, 0.204, 0.208, 0.267, 0.267, 0.209], "homo_energy_ev": -6.03, "spin_multiplicity": 1, "smiles": "[O-]c1c(-c2ccccc2)cc([C@@H](c2ccccc2)[N+]23CCC(CC2)CC3)cc1-c1ccccc1", "charge": 0, "gap_ev": 5.9}

***

| no. | E (a.u.) |
| --- | --- |
| 1 | -323.3700 |
| 2 | -1611.1183 |
| 3 | -733.1929 |
| 4 | -2469.8270 |
| 5 | -86756.5503 |
| 6 | -1367.9125 |